Here is a molecular structure, C24H32Cl2IrN3O4PS3Te from the Open Molecules 2025 dataset. Energies are from wB97M-V/def2-TZVPD.

Structure (XYZ):
```
71
Properties=species:S:1:pos:R:3:lowdin_charge:R:1
Ir 0.16299 -0.11110 0.35377 1.121
Te 2.62993 -1.18599 4.07684 0.599
Cl 0.17497 -5.31209 1.20745 0.704
Cl -1.25566 -1.28106 -2.15149 0.713
S 0.64246 -2.36396 0.30787 0.680
S -4.01569 2.06826 0.11618 1.148
S 2.01929 3.98245 -0.57002 1.150
P 2.80337 0.15779 2.20297 0.100
O 2.32257 1.67275 2.36652 -0.301
O -0.34193 -0.25384 2.29100 -0.201
O 2.09472 -0.20947 0.86589 -0.610
O 4.30775 0.35351 1.70922 -0.300
N -1.74465 0.95233 0.08380 -0.074
N 0.75833 1.81118 -0.50485 -0.051
N -1.85917 -1.95224 2.58237 0.103
C -0.14519 2.78685 -0.15354 -0.330
C 2.59529 2.46217 3.54439 -0.280
C -0.86624 -4.63030 0.00302 -0.686
C 0.37276 4.03674 -0.10641 -0.306
C -2.64574 3.08002 0.04046 -0.306
C -3.02458 0.67869 0.10707 -0.612
C 1.95116 2.28899 -0.76812 -0.596
C -0.68991 -3.02223 4.94575 -0.215
C -1.12063 -0.95390 3.01353 -0.430
C -2.72502 -2.73674 3.47114 -0.136
C -1.84530 -5.44002 -0.54891 -0.101
C -0.91082 -1.61373 5.49398 -0.182
C -3.64946 -0.67287 0.09200 -0.067
C -1.52165 2.32539 0.02547 -0.308
C 6.29471 -0.83458 2.40513 -0.077
C 1.44567 3.41713 3.74508 -0.062
C -0.66437 -3.30456 -0.41406 -0.673
C -1.94838 -3.67731 4.38621 -0.165
C 3.11676 1.49582 -1.24070 -0.051
C -1.48737 -2.87105 -1.46425 -0.654
C -2.47907 -3.65584 -2.02163 -0.112
C -2.66146 -4.94756 -1.55176 -0.064
C -1.23780 -0.51597 4.44317 -0.084
C 5.14214 -0.80154 1.43455 -0.291
H -0.00938 -1.30018 6.01790 0.081
H 0.51182 2.86838 3.87444 0.073
H -1.95017 -6.45575 -0.19442 0.111
H -3.11869 -1.35023 0.75398 0.057
H -3.42580 -5.57739 -1.98518 0.115
H -0.57639 0.33924 4.55334 0.110
H -0.11936 4.95865 0.15343 0.091
H 3.53760 2.98461 3.37202 0.125
H -3.07968 -3.26421 -2.83053 0.111
H -1.71435 -1.63144 6.23393 0.118
H 2.80318 0.48381 -1.48365 0.088
H 1.61788 4.01812 4.63880 0.085
H 6.86682 0.09164 2.35211 0.082
H -3.42132 -3.27756 2.83065 0.129
H 5.48156 -0.68313 0.40452 0.119
H -3.31662 -2.02939 4.05459 0.124
H -1.62170 -2.33472 1.67497 0.091
H -2.62232 -3.98292 5.19057 0.122
H -3.62420 -1.08407 -0.91803 0.061
H 6.95853 -1.66377 2.15735 0.084
H 0.08593 -2.99342 4.17526 0.058
H 1.33763 4.09344 2.89590 0.064
H -2.72405 4.15176 -0.02576 0.092
H 4.53545 -1.70734 1.49312 0.093
H 3.54613 1.96417 -2.12645 0.093
H 5.93195 -0.96907 3.42366 0.053
H 2.71389 1.79482 4.40018 0.059
H -2.26462 -0.16163 4.57599 0.129
H -1.67558 -4.57997 3.84302 0.100
H -0.28454 -3.64688 5.74295 0.122
H 3.87593 1.44100 -0.46035 0.080
H -4.68768 -0.61157 0.41398 0.087
```

Results
total charge = +1
HOMO energy (spin up / spin down) = -9.56 / -9.56 eV
energy relative to the best compared isomer or geometry (same formula, charge and spin) = 2.688 eV
spin multiplicity = 1
gap between HOMO and LUMO (spin up / spin down) = 5.69 / 5.70 eV

Here is 8 unconnected molecules or ions with the total composition C14H46N6O10 from the Open Molecules 2025 dataset. Energies are from wB97M-V/def2-TZVPD.

Structure (XYZ):
```
76
Properties=species:S:1:pos:R:3:lowdin_charge:R:1
O -4.21782 1.07609 1.12893 0.026
O 0.36791 0.79517 -1.09413 -0.041
O -4.71067 -1.48730 -2.58977 -0.145
O 4.36373 -0.02053 0.59372 -0.226
O 1.93503 -1.10676 -2.48196 0.020
O 1.60541 3.13240 -1.38999 -0.058
O -1.34661 -2.43008 2.25005 -0.190
O -0.67805 -0.05321 1.37915 -0.059
O 1.19620 4.08033 3.13580 -0.198
O 3.61834 1.23091 -2.87282 -0.050
N -4.31497 3.03543 0.18516 0.182
N -2.40802 1.97439 0.27180 0.178
N 2.11295 0.69738 1.69528 -0.065
N 2.65235 -2.46137 -4.19651 0.189
N -1.45855 -2.24299 -0.80522 0.195
N 0.74895 -2.84721 -3.19347 0.170
C 1.80776 -2.08013 -3.22798 -0.678
C 2.20420 1.93412 2.48948 -0.167
C -3.39880 -1.20545 -2.10827 -0.213
C -3.68663 1.97823 0.53436 -0.826
C -2.97677 -2.32891 -1.16235 -0.042
C -1.08100 -3.41313 -0.06119 -0.118
C 4.39242 -0.36807 1.97717 -0.205
C -5.00343 -0.43931 -3.47744 -0.111
C 5.69592 0.06263 0.02889 -0.065
C 2.88691 -0.39891 2.38073 -0.166
C 0.07805 5.02847 2.86358 -0.073
C -2.39231 -2.16762 3.19672 -0.053
C 1.34355 3.14714 2.00289 -0.181
C -1.80352 -3.44360 1.33962 -0.139
H 2.54928 -1.36416 2.00340 0.099
H 6.32779 0.54259 0.77620 0.083
H 2.74970 0.82572 0.92186 0.083
H 0.25544 -0.11278 1.58234 0.023
H -3.71320 3.82105 -0.01675 0.114
H 1.13152 2.30929 -1.27107 -0.045
H -1.34984 -4.31626 -0.60908 0.144
H -1.28489 -1.36114 -0.34448 0.117
H 4.21714 0.54015 -3.15658 0.016
H 1.86794 3.65884 1.19587 0.102
H -5.86240 -0.73293 -4.08081 0.097
H 1.73599 1.69049 3.44317 0.114
H -5.28277 3.28295 0.33420 0.132
H 2.35493 -3.22062 -4.79249 0.113
H 3.24925 2.11692 2.73965 0.121
H 0.94286 3.81136 -1.26247 0.025
H 0.28334 5.67275 2.00868 0.081
H -4.24480 -0.19843 -4.22212 0.096
H 2.86211 -0.43445 3.46987 0.118
H 0.41528 2.83749 1.52274 0.096
H 5.85366 0.64677 -0.87776 0.084
H 4.92221 0.36425 2.58638 0.118
H -3.16388 -3.32049 -1.57450 0.144
H 0.01301 5.61785 3.77819 0.082
H 2.84044 0.76388 -2.56788 -0.016
H -0.00908 -3.30592 0.10492 0.145
H -3.50280 -2.11722 -0.23145 0.141
H -2.68578 -1.15534 -2.93119 0.128
H 3.45751 -1.89961 -4.43364 0.126
H 4.85024 -1.35539 2.03785 0.123
H -1.65904 -4.46531 1.69080 0.147
H 6.10932 -0.93199 -0.13822 0.085
H -2.85467 -3.37985 1.05832 0.111
H -1.84032 1.14539 0.37466 0.049
H 0.58309 -3.53575 -3.91354 0.120
H 0.16095 0.43380 -0.23227 -0.014
H 0.27421 -2.90656 -2.30397 0.076
H -2.22877 -1.27309 3.79771 0.111
H -5.36115 0.43183 -2.92857 0.099
H 0.67761 0.04457 -1.60102 0.006
H -2.50203 -3.04875 3.82892 0.104
H -1.98719 2.65888 -0.34015 0.113
H -3.34924 -1.90149 2.74779 0.100
H -3.38092 -0.27215 -1.54551 0.122
H -0.88927 4.53370 2.77652 0.073
H -1.06531 -0.81898 1.80323 0.003
```

Results
total charge = +1
HOMO energy (spin up / spin down) = -11.34 / -11.34 eV
energy relative to the best compared isomer or geometry (same formula, charge and spin) = 0.439 eV
spin multiplicity = 2
gap between HOMO and LUMO (spin up / spin down) = 8.75 / 3.52 eV

Here is a molecular structure, C32H22HfNO2PS from the Open Molecules 2025 dataset. Energies are from wB97M-V/def2-TZVPD.

Structure (XYZ):
```
60
Properties=species:S:1:pos:R:3:nbo_charge:R:1
Hf -0.10857 -0.20531 0.28752 2.423
S 0.18165 -3.73974 -2.50242 0.583
P -1.17627 2.12462 -0.29197 0.835
O -0.44786 1.08581 4.15757 -0.469
O -0.47351 0.39710 2.04860 -0.912
N -0.63769 -1.98891 -0.82400 -0.730
C 1.79362 4.96816 -2.27675 -0.159
C -0.38141 3.93466 -2.33959 -0.208
C -2.81413 1.51375 -2.52903 -0.204
C 1.86718 -0.54496 -0.54457 -0.633
C 1.72041 -1.63136 -1.45411 -0.039
C 1.15231 3.44530 -0.53780 -0.225
C 4.00919 -1.39321 -2.15100 -0.155
C -1.68168 2.96761 1.23663 -0.363
C -0.74299 1.31631 3.03089 0.792
C -2.53626 4.57243 3.35796 -0.158
C 3.11172 0.07766 -0.46979 -0.159
C -2.67657 1.59194 -1.14481 -0.382
C -1.45866 -3.86042 -1.93628 -0.242
C -1.86694 3.38486 3.60244 -0.140
C -3.96514 0.96136 -3.07110 -0.179
C -3.92980 -3.66017 -0.74895 -0.156
C -1.43577 2.56306 2.56071 -0.165
C -2.35274 4.17020 1.00568 -0.120
C 2.08415 4.30367 -1.09072 -0.178
C -3.66052 -4.68776 -1.65976 -0.173
C 0.43594 -2.35600 -1.53630 0.083
C 4.17273 -0.33952 -1.26213 -0.150
C -3.68211 1.07788 -0.31296 -0.247
C -4.97031 0.47286 -2.24800 -0.182
C 2.79064 -2.04315 -2.25047 -0.177
C -1.72420 -2.83031 -1.02904 0.181
C 0.56356 4.78707 -2.89202 -0.186
C -2.97375 -2.72156 -0.42171 -0.245
C -2.78312 4.96774 2.05443 -0.177
C -4.82428 0.52526 -0.86805 -0.125
C -0.08241 3.25319 -1.16653 -0.303
C -2.42604 -4.80473 -2.26520 -0.183
H -3.59739 1.15929 0.76653 0.232
H -5.86881 0.05670 -2.68202 0.243
H 0.32712 5.32256 -3.80062 0.242
H -2.02751 1.85546 -3.19754 0.233
H -3.19174 -1.93197 0.28726 0.222
H -4.90606 -3.60693 -0.28821 0.240
H -2.86113 5.18566 4.18640 0.248
H 4.83744 -1.71569 -2.76586 0.248
H -3.30216 5.89322 1.84875 0.245
H -1.35647 3.85070 -2.81335 0.227
H -4.43361 -5.40750 -1.88800 0.249
H 1.37429 2.95208 0.40845 0.211
H -2.21880 -5.60189 -2.96428 0.251
H -2.53817 4.49451 -0.01201 0.217
H -5.60852 0.15596 -0.22102 0.230
H -1.66664 3.06824 4.61640 0.262
H -4.07656 0.92036 -4.14553 0.243
H 2.68664 -2.86835 -2.94344 0.233
H 5.13161 0.15379 -1.18607 0.244
H 2.52096 5.63916 -2.71174 0.243
H 3.03095 4.46318 -0.59322 0.238
H 3.26496 0.89998 0.21874 0.225
```

Results
total charge = +2
HOMO energy = -14.54 eV
spin multiplicity = 1
gap between HOMO and LUMO = 7.66 eV

Table of calculated total energy (eV), in record order: -115036.93571; -44669.43833; -60544.70057
Table of largest force on an atom (eV/Å), in record order: 1.3; 6.1; 0.5